Below is a cluster of 3 separate species, C16H38NO5 in total, with properties calculated with the ωB97M-V functional and the def2-TZVPD basis.

```
60
Properties=species:S:1:pos:R:3:forces:R:3
C -2.37328 -3.77369 3.37487 0.0 0.1 0.1
C -1.36749 -2.82075 2.75964 -0.2 -0.1 0.1
O -1.44526 -2.76054 1.33068 0.2 0.0 0.1
C -1.09557 -3.97482 0.66876 0.0 0.0 0.0
C -0.33021 -3.64703 -0.61587 0.2 0.0 0.0
C 1.18959 -3.58333 -0.42867 -0.1 0.1 0.1
C 1.62652 -2.32503 0.31996 0.0 -0.1 0.0
C 1.05420 -1.02934 -0.24848 0.4 -0.2 0.5
N -0.41088 -1.11838 -0.55201 0.0 0.6 -0.5
C -0.86463 -2.36915 -1.23983 -0.6 -0.2 -0.1
H -2.22336 -4.80372 3.04878 0.0 0.0 0.0
H -2.26872 -3.74587 4.46098 0.0 -0.1 0.0
H -3.39155 -3.46479 3.13455 0.0 -0.1 -0.1
H -0.34503 -3.08990 3.05386 0.0 0.0 0.0
H -1.56789 -1.80372 3.09976 0.1 0.0 0.0
H -2.00275 -4.53736 0.42815 0.0 0.1 0.1
H -0.48398 -4.59654 1.33140 0.0 0.0 -0.1
H -0.54290 -4.43305 -1.34487 0.0 0.0 0.1
H 1.49332 -4.45515 0.15376 0.1 0.0 -0.1
H 1.69069 -3.65367 -1.39840 -0.1 0.1 0.0
H 1.36556 -2.41921 1.37718 -0.1 0.1 0.0
H 2.71240 -2.22294 0.27573 0.0 0.0 0.1
H 1.18347 -0.24719 0.50017 -0.1 0.2 -0.2
H 1.58739 -0.72137 -1.14767 -0.2 -0.1 -0.1
H -0.96487 -1.00232 0.30014 0.1 -0.4 0.1
H -0.64951 -0.33517 -1.17443 -0.1 0.1 0.1
H -0.61521 -2.28302 -2.29687 0.2 0.0 0.1
H -1.95310 -2.36801 -1.15975 0.0 0.1 -0.1
C 4.58591 4.21966 3.58250 0.0 0.0 0.0
O 3.20811 3.88655 3.55728 0.0 -0.1 0.0
C 2.58822 4.09814 2.30562 0.0 0.0 0.1
C 2.37853 2.79400 1.56741 0.0 0.0 -0.1
O 3.60302 2.18800 1.18668 0.0 -0.1 0.0
C 3.99812 1.13295 2.03923 0.0 0.0 0.0
H 4.97764 3.88421 4.54030 0.0 0.0 0.0
H 5.13453 3.72820 2.77481 0.0 0.0 0.0
H 4.72821 5.30166 3.50306 0.0 0.0 0.0
H 3.17993 4.78088 1.68752 0.0 0.0 0.0
H 1.61319 4.56150 2.48556 0.0 0.0 0.0
H 1.80782 2.98858 0.65287 0.0 0.0 0.0
H 1.79826 2.11063 2.20051 0.0 0.0 0.0
H 3.34426 0.25826 1.90803 0.0 0.0 0.0
H 3.97748 1.42997 3.08988 0.0 0.0 0.0
H 5.01217 0.84547 1.76892 0.0 0.0 0.0
C -2.04613 0.00859 -3.68404 0.1 -0.2 0.1
O -1.76255 1.07892 -2.79855 0.1 -0.1 0.1
C -1.45265 2.30623 -3.46322 0.1 0.1 0.0
C -2.63692 3.24465 -3.49263 -0.1 0.0 0.0
O -3.68521 2.72626 -4.28650 0.1 -0.1 0.0
C -4.76873 2.19808 -3.54506 0.0 0.0 0.0
H -2.41732 -0.79902 -3.05165 -0.1 -0.1 -0.2
H -2.80172 0.24400 -4.43435 0.0 0.2 0.1
H -1.13288 -0.31639 -4.19700 0.0 0.0 0.0
H -1.12212 2.10022 -4.48536 0.0 0.0 0.0
H -0.62626 2.77645 -2.92482 0.0 0.0 0.0
H -2.31539 4.19266 -3.93294 0.0 0.0 0.0
H -2.98515 3.44543 -2.47395 0.0 0.0 0.0
H -5.32124 2.99290 -3.03457 0.0 0.0 0.0
H -4.43375 1.46687 -2.80295 0.0 0.0 0.0
H -5.43433 1.71055 -4.25414 0.0 0.0 0.0
```
Forces are in eV/Å.

## Properties
Total charge: +1
LUMO in eV: -2.4812
Electronic energy in eV: -28927.5971
Gap between HOMO and LUMO in eV: 8.91

natural (NBO) atomic charge list, values in e, 5 entries: atom 1 (C): -0.6450, atom 2 (C): -0.0583, atom 3 (O): -0.5985, atom 4 (C): -0.0699, atom 5 (C): -0.2626